# 1
DFT (ωB97M-V/def2-TZVPD) results for a molecular structure, C28H42BrN3P2Ru in a non-equilibrium geometry.

Cartesian coordinates (Å):
Ru 1.0395 1.8354 0.3828
Br -2.1633 -1.5779 2.1466
P 2.1657 -0.2655 1.1364
P -2.3748 -3.2831 -1.3214
N 1.1878 2.0388 2.8973
N -1.0414 6.9543 -4.6859
N 1.1301 3.1979 4.7984
C -1.8366 -0.3384 0.8099
C -0.8230 2.0757 -0.3172
C 0.9018 3.1961 3.4455
C -3.0766 -1.8523 -3.4913
C -0.5731 6.7271 -2.3161
C 2.3799 -3.0355 2.2320
C 4.8426 -0.7702 1.7920
C -0.7498 7.4785 -3.4904
C 3.7980 0.3466 1.7408
C 1.5179 1.9027 5.1699
C -2.7468 -1.6277 -2.0080
C 2.5453 -1.4551 -0.2422
C -4.9423 -3.9851 -0.1528
C -2.5060 0.9136 0.9148
C 3.2217 -0.6920 -1.3522
C 1.4676 1.1841 4.0016
C -0.5670 -3.5257 -0.9982
C 1.7517 -1.6345 2.3530
C -3.5289 -3.4520 0.0892
C -0.1359 -5.0106 -1.0638
C -1.1848 5.6282 -4.7346
C -1.9938 2.1391 0.4691
C -0.1335 4.2989 -1.3899
C -1.0423 4.7981 -3.6147
C 0.0710 3.1344 -0.8061
C -0.7532 -0.3836 -0.0593
C -0.5711 5.2827 -2.3515
C -0.3051 0.7960 -0.7866
H 4.3181 -0.7382 -1.2608
H -0.0288 -2.9868 -1.7994
H -3.4601 0.9131 1.4443
H -0.6422 8.5678 -3.5203
H 0.6505 -1.6976 2.3011
H 4.8936 -1.3377 0.8516
H 3.6275 0.7702 2.7417
H -3.0394 -4.1115 0.8201
H -0.5363 -5.4095 -2.0078
H 1.5955 -1.9085 -0.5701
H 4.0940 1.1860 1.0925
H -0.3596 -1.2958 -0.4329
H 1.5756 0.0914 3.9081
H -1.9042 -0.9299 -1.9182
H -1.2292 3.7355 -3.7372
H -0.5376 -5.6065 -0.2266
H 3.4586 -3.0243 2.0155
H 2.9061 0.3658 -1.3198
H -3.6303 -2.4556 0.5511
H 2.0003 -1.2728 3.3595
H -3.5845 -1.1793 -1.4508
H -0.1777 0.7220 -1.8881
H -4.9101 -4.9561 -0.6486
H -1.4085 5.2027 -5.7148
H -2.3973 3.1465 0.6572
H 1.7539 1.5804 6.1869
H 2.9310 -1.1164 -2.3239
H -3.8940 -2.5794 -3.6075
H -0.4021 7.2976 -1.4061
H 4.6368 -1.4601 2.6221
H -2.1852 -2.2456 -4.0000
H -5.4308 -4.1177 0.8178
H 0.4873 4.0368 2.9010
H -3.3574 -0.9039 -3.9603
H 0.9636 -5.1103 -1.0814
H -0.3063 -3.0636 -0.0342
H 1.0118 3.9975 5.4219
H 2.2722 -3.5594 3.1967
H 5.8334 -0.3358 1.9674
H -5.5716 -3.3035 -0.7311
H 1.8645 -3.6404 1.4712
H 3.1478 -2.3062 0.1156

As for the multiplicity: 5. As for the energy above the lowest of the compared OMol25 structures with the same formula, charge and spin: 108.00 kcal per mole. The value obtained for the total energy is -4606.17916 hartree. The value obtained for the LUMO energy (alpha / beta) is -13.86 / -15.00 eV. The total charge is +4.

# 2
DFT (ωB97M-V/def2-TZVPD) results for a single C20H25N3O3S molecule.

Cartesian coordinates (Å):
S -1.2084 2.0403 -0.2183
O 3.1350 -2.0497 -0.1520
O -1.1239 -2.1474 -3.5959
O 0.7025 -0.9931 1.2570
N -1.2261 -0.0686 1.8984
N -0.1113 -2.6158 -1.6242
N -0.6130 3.5026 1.7991
C 1.5714 1.3848 -1.8784
C -0.7474 2.2752 1.4547
C 1.1917 0.1230 -2.3026
C -0.5061 1.1057 2.3457
C -0.7381 5.8295 0.9990
C -2.3780 -1.6314 -0.4117
C -2.4881 -2.5306 -1.6441
C -0.8559 4.3628 0.7720
C 2.4792 1.5063 -0.8436
C 1.2233 -2.3721 -2.1471
C -2.6411 -0.0813 2.1745
C -0.5139 -1.0225 1.2458
C -0.2756 -3.0203 -0.2492
C -1.1970 3.7524 -0.3949
C -1.1867 -2.4229 -2.4127
C 1.7163 -1.0149 -1.7140
C -1.2792 -2.1437 0.5348
C 3.0180 0.3807 -0.2448
C 3.8904 -1.9811 1.0318
C 2.6442 -0.8882 -0.6718
H -2.6726 -3.5658 -1.3497
H -1.0097 6.3768 0.1010
H -1.3892 6.1293 1.8179
H 0.6991 -2.9566 0.2367
H -3.3023 -2.2025 -2.2901
H 1.1377 -2.4099 -3.2361
H 4.8468 -1.4709 0.8745
H 3.7207 0.5038 0.5639
H -0.6151 -4.0641 -0.2181
H -2.1343 -0.6206 -0.7465
H 0.2844 6.0785 1.2777
H -3.0079 -1.1022 2.2456
H -0.7798 1.3674 3.3723
H -2.8077 0.4066 3.1365
H 4.0817 -3.0142 1.3207
H -1.4428 4.1998 -1.3361
H -3.3457 -1.6000 0.0881
H 2.7750 2.4848 -0.4921
H 3.3267 -1.4784 1.8224
H -1.7230 -2.7733 1.3153
H 1.8985 -3.1551 -1.7991
H -3.2132 0.4587 1.4160
H 0.4702 0.0079 -3.0981
H 0.5618 0.8560 2.3200
H 1.1586 2.2644 -2.3498

As for the energy above the lowest of the compared OMol25 structures with the same formula, charge and spin: 35.22 kcal per mole. The value obtained for the total energy is -1565.32550 hartree. The value obtained for the LUMO energy is 0.53 eV. The SMILES is COc1ccccc1CN1C[C@@H](C(=O)N(C)Cc2nc(C)cs2)CCC1=O.

# 3
DFT (ωB97M-V/def2-TZVPD) results for a molecular structure, C18H32IN2O3PPd in a non-equilibrium geometry.

Cartesian coordinates (Å):
I -2.2446 0.5949 -8.8777
Pd -0.6881 -1.2838 0.2792
P -0.8210 0.1584 -1.5333
O -1.0170 1.8053 -1.4830
O 0.3921 0.2230 -2.6332
O -2.1901 -0.1747 -2.4316
N 3.4013 1.9669 3.4017
N 3.0946 0.1985 2.0722
C -4.0936 -1.8313 -2.4337
C -3.7847 0.3199 1.0346
C 0.0750 -2.9972 0.3731
C 1.1082 -0.9905 -2.9340
C 6.7879 0.5861 3.7026
C 1.5158 -1.0121 -4.3716
C 5.3448 -0.8514 2.3619
C -1.6965 2.7406 -2.3174
C 4.5323 1.2318 3.3495
C -1.3577 0.1270 1.8042
C 5.7676 1.4480 3.9470
C 6.5480 -0.5910 2.9970
C -2.5708 -1.6125 -2.4341
C -2.1544 3.9087 -1.3908
C 2.5884 1.3204 2.6351
C -3.2888 -0.8762 3.1125
C 4.3624 0.0956 2.5506
C -2.8462 0.2741 2.2343
H -4.7893 0.4654 1.3940
H -3.0181 1.1578 2.8320
H -1.3526 4.4270 -0.9027
H -4.3001 -2.9212 -2.3310
H -3.4029 -1.8091 2.4970
H -2.2103 -2.0881 -1.5681
H -0.8555 -0.4035 2.6729
H 0.5154 -1.8366 -2.7360
H -0.9401 3.1289 -3.0102
H -2.5633 2.3193 -2.9159
H -2.5925 -1.1510 3.8578
H 1.6060 1.6035 2.3890
H -4.3650 -1.3113 -1.4501
H -2.5723 4.7090 -1.9585
H 1.8598 -2.0015 -4.6816
H -4.3054 -0.7194 3.5393
H 1.1248 -3.2806 0.5542
H 5.8136 2.2659 4.6881
H 2.0127 -1.1511 -2.3292
H -0.4121 -4.0414 0.2067
H 7.7549 0.7349 4.1980
H 0.6966 -0.7006 -5.0371
H -3.4938 1.1222 0.3963
H -3.7618 -0.6330 0.4344
H -4.6348 -1.4570 -3.2870
H 2.5002 -0.4520 1.5558
H 2.3578 -0.4248 -4.5310
H 5.0854 -1.7361 1.8256
H -0.8473 1.1073 1.6862
H 7.3541 -1.2354 2.9391
H -2.9512 3.6123 -0.6393
H -2.0781 -2.0785 -3.3037

As for the energy above the lowest of the compared OMol25 structures with the same formula, charge and spin: 0.00 kcal per mole. The value obtained for the total energy is -1807.22384 hartree. The value obtained for the LUMO energy (alpha / beta) is 3.97 / 3.97 eV. The total charge is -2.

# 4
DFT (ωB97M-V/def2-TZVPD) results for 2 unconnected molecules or ions with the total composition C4H12NO in a non-equilibrium geometry.

Cartesian coordinates (Å):
O 2.4444 -1.4986 -0.2447
N 0.0934 0.2117 1.4347
C -1.8687 0.0372 -1.8660
C -1.1992 0.7745 -0.6921
C 0.7983 1.2786 1.3902
C -0.7277 -0.2887 0.2802
H 1.8120 1.2375 1.7849
H -0.0007 -0.9453 -0.2024
H -1.5883 -0.8294 0.6713
H -1.7893 1.5616 -0.2314
H -0.3458 1.3366 -1.0781
H -1.1124 -0.4918 -2.4344
H 0.3812 2.2064 1.0116
H -2.3482 0.8132 -2.4681
H 2.8120 -2.0717 0.4390
H 2.6343 -2.0121 -1.0420
H 0.1877 -0.4485 2.2017
H -2.7451 -0.5180 -1.5359

As for the energy above the lowest of the compared OMol25 structures with the same formula, charge and spin: 47.71 kcal per mole. The value obtained for the total energy is -289.29883 hartree. The value obtained for the LUMO energy is -5.45 eV. The total charge is +1.

# 5
DFT (ωB97M-V/def2-TZVPD) results for a molecular structure, C39H35Cl8GeN5O2PSV.

Cartesian coordinates (Å):
Ge 0.3669 2.3744 -3.0054
V -1.5004 0.2248 -0.1481
Cl -7.8514 1.8763 0.6476
Cl -5.9784 0.7293 2.8938
Cl -2.9798 -0.0266 2.1407
Cl -0.0396 0.1483 -2.0975
Cl -6.7439 2.2445 -2.2460
Cl -3.7730 1.4557 -2.8927
Cl 2.1653 2.8033 -1.5511
Cl 1.4861 1.6718 -4.7734
S -0.9887 2.5171 0.7474
P 3.2565 -1.5178 0.5380
O 2.5445 -0.0686 3.2627
O 0.8194 -0.3170 1.8232
N -2.9066 3.8445 -0.5283
N 3.5624 1.7568 1.4157
N -0.7639 4.5768 -0.8897
N -1.7298 -1.9816 -0.3811
N 0.9771 -5.7562 -1.5154
C 5.9320 -3.4492 2.9239
C 0.1121 -5.0502 -1.2483
C -5.4135 0.9150 1.2847
C -0.7667 -2.8200 -0.7661
C 0.8524 -1.7241 1.9672
C 2.0908 1.7063 1.7536
C -2.9413 -2.5026 -0.1222
C 2.7591 -3.1005 -1.7747
C 3.0885 -1.8551 -1.2364
C 4.8465 -2.7291 2.4548
C -1.1912 5.5886 -1.8531
C -2.4578 5.1192 -2.5508
C -3.5034 4.7421 -1.5159
C 3.3684 -0.7975 -2.0968
C -2.2285 -4.7214 -0.5948
C -6.2405 1.4167 0.2771
C 1.8651 -3.8168 1.5048
C 4.0996 3.0693 1.8918
C 3.3265 -0.9728 -3.4716
C -0.1679 -2.3344 2.6701
C 5.5936 -3.0706 0.1932
C -4.1127 0.5844 0.9313
C 2.9772 -2.2078 -3.9946
C 2.6901 -3.2706 -3.1478
C 6.6871 -3.7827 0.6695
C -3.5715 0.6983 -0.3308
C 0.8359 -4.4592 2.1773
C 6.8569 -3.9747 2.0308
C -3.2302 -3.8486 -0.2173
C 1.8827 -2.4281 1.3614
C -0.9755 -4.1934 -0.8754
C 1.8875 2.8728 2.7462
C -1.6068 3.7256 -0.3173
C -0.1822 -3.7173 2.7604
C 3.3007 3.2849 3.1639
C -5.7430 1.5626 -1.0236
C 1.8604 0.3444 2.3642
C 4.6645 -2.5406 1.0845
C -4.4280 1.1905 -1.3030
H 7.4046 -4.1919 -0.0290
H -3.4882 3.1589 -0.0736
H 3.6898 1.5719 0.4178
H -2.4080 -5.7844 -0.6801
H -2.8394 5.9082 -3.1964
H 0.2023 -2.3939 -0.9969
H 5.4690 -2.9310 -0.8725
H -0.3791 5.7347 -2.5641
H -4.3365 4.2157 -1.9828
H 2.9253 -2.3455 -5.0665
H -2.2329 4.2488 -3.1700
H 0.8395 -5.5376 2.2590
H 1.2642 2.5870 3.5911
H 7.7071 -4.5329 2.3983
H -0.9278 -1.7309 3.1466
H 1.3786 3.6776 2.2214
H 5.1767 2.9913 2.0181
H 0.2150 4.3548 -0.7938
H -4.2283 -4.2008 -0.0016
H 3.6805 2.6371 3.9561
H 3.3522 4.3143 3.5094
H 3.5451 -0.1413 -4.1245
H 2.6838 -4.3994 1.1026
H 2.4224 -4.2380 -3.5527
H 4.1216 -2.3278 3.1561
H -3.7151 -1.8038 0.1578
H 6.0565 -3.6004 3.9879
H 2.5691 -3.9451 -1.1301
H 4.0091 0.9707 1.9091
H -0.9762 -4.2094 3.3061
H 3.8701 3.8117 1.1287
H -3.8978 5.6268 -1.0102
H -1.3623 6.5360 -1.3355
H 3.6059 0.1813 -1.6980
H 1.5285 1.8487 0.8335

As for the multiplicity: 4. As for the energy above the lowest of the compared OMol25 structures with the same formula, charge and spin: 0.00 kcal per mole. The value obtained for the total energy is -9373.45450 hartree. The value obtained for the LUMO energy (alpha / beta) is -2.52 / -2.57 eV. The total charge is +1.

# 6
DFT (ωB97M-V/def2-TZVPD) results for a gas-phase ion, C8H17N4 (charge +1) in a non-equilibrium geometry.

Cartesian coordinates (Å):
N -2.8152 1.8870 1.2795
N -1.8922 -0.0674 2.2193
N -1.3000 -1.1596 -1.1028
N -1.2277 0.7065 0.1169
C -1.2570 -1.3363 2.0374
C 0.8944 1.0598 -1.7568
C -0.4327 -0.4621 -0.1646
C -1.9893 0.7934 1.1965
C 0.9983 0.0610 -0.5518
C 1.7530 -1.2016 -1.0066
C -0.4752 -1.4606 0.9840
C 1.4783 0.5543 0.8116
H -2.0958 0.1812 3.1538
H -1.0856 -1.0421 -2.0663
H 1.5450 -0.3038 1.3311
H 0.2244 0.6486 -2.6079
H -1.5063 -2.1492 -0.9833
H 2.4811 1.1543 0.8349
H -3.6512 1.8323 1.8219
H 1.8551 1.3088 -1.9870
H -3.0583 2.2759 0.3839
H 0.8188 1.2895 1.2573
H 2.6457 -1.0204 -1.3854
H 2.0299 -1.8943 -0.1464
H -1.4462 -2.1032 2.7108
H -1.1427 1.6008 -0.3449
H 1.2948 -1.6682 -1.8201
H -0.0778 -2.3864 0.8160
H 0.2972 2.0744 -1.4473

As for the energy above the lowest of the compared OMol25 structures with the same formula, charge and spin: 11.22 kcal per mole. The value obtained for the total energy is -533.77137 hartree. The value obtained for the LUMO energy is -2.87 eV. The SMILES is CC(C)(C)[C@@]1(N)C=CNC(=[NH2+])N1. The total charge is +1.

# 7
DFT (ωB97M-V/def2-TZVPD) results for a single C4H8 molecule in a non-equilibrium geometry.

Cartesian coordinates (Å):
C 0.5340 -0.4077 -0.1124
C -0.4930 0.3965 0.1071
C 0.4556 -1.4573 -1.2062
C -0.4793 1.4673 1.1753
H 0.0300 -1.0570 -2.1220
H 1.3453 -0.3834 0.6062
H -0.0568 1.0271 2.0804
H -0.2389 -2.2688 -0.9533
H -0.0516 2.4387 0.9318
H -1.5066 1.7421 1.4507
H -1.4689 0.2428 -0.3461
H 1.4122 -1.9528 -1.3548

As for the energy above the lowest of the compared OMol25 structures with the same formula, charge and spin: 9.55 kcal per mole. The value obtained for the total energy is -157.16874 hartree. The value obtained for the LUMO energy is 1.34 eV. The SMILES is C/C=C/C.

# 8
DFT (ωB97M-V/def2-TZVPD) results for a molecular structure, C2H13N3O3 in a non-equilibrium geometry.

Cartesian coordinates (Å):
O 2.2216 0.3547 -0.5893
O 0.9587 2.3237 -2.0189
O 2.3028 -2.1622 -1.0873
N -0.0530 0.7972 0.4723
N -2.0104 -0.5411 0.5885
N 0.0777 -1.3654 1.1256
C -0.6444 -0.3588 0.6327
C -2.9217 0.4756 1.1513
H 2.7628 0.9530 -0.0596
H 1.1410 1.9858 -2.9016
H -0.5216 1.5812 0.0022
H 2.8803 -2.1345 -1.8530
H -3.9088 0.2911 0.6259
H 1.1683 0.7586 -0.0330
H 1.5939 1.8224 -1.4698
H -0.3081 -2.2760 1.4625
H -3.0103 0.0741 2.1498
H 1.1004 -1.4072 1.0401
H -2.3591 -1.4763 0.6799
H -2.6283 1.4908 0.9969
H 2.1582 -1.1866 -0.9151

As for the energy above the lowest of the compared OMol25 structures with the same formula, charge and spin: 21.11 kcal per mole. The value obtained for the total energy is -473.96664 hartree. The value obtained for the LUMO energy is 0.56 eV.